# 1
C45H28N5PtS as an isolated structure, computed with ωB97M-V/def2-TZVPD.

Last column: Löwdin charge in e.
CARTESIAN COORDINATES (ANGSTROEM)
Pt  0.003  0.291  0.185  1.24
C  -5.222  4.455  -3.651  -0.10
C  -5.035  4.655  -2.291  -0.09
C  -4.092  3.907  -1.601  -0.03
C  -3.323  2.952  -2.260  -0.21
C  -3.518  2.758  -3.625  -0.03
C  -4.461  3.504  -4.317  -0.08
C  -2.311  2.145  -1.516  -0.08
C  -2.778  1.156  -0.665  -0.23
C  -4.165  0.795  -0.520  0.00
C  -4.218  -0.220  0.368  0.00
C  -2.867  -0.478  0.797  -0.22
N  -2.013  0.358  0.140  -0.05
C  -2.509  -1.420  1.755  -0.07
C  -1.207  -1.657  2.165  -0.24
C  -0.839  -2.571  3.221  0.00
C  0.505  -2.615  3.251  0.00
C  0.976  -1.733  2.212  -0.24
C  2.303  -1.612  1.838  -0.07
C  3.281  -2.549  2.466  -0.21
C  4.247  -2.103  3.363  -0.04
C  5.145  -2.999  3.928  -0.09
C  5.081  -4.346  3.598  -0.10
C  4.114  -4.794  2.706  -0.08
C  3.213  -3.902  2.142  -0.02
C  2.765  -0.744  0.860  -0.22
N  2.014  0.158  0.168  -0.04
C  2.869  0.843  -0.647  -0.23
C  2.521  1.860  -1.521  -0.08
C  3.615  2.521  -2.292  -0.21
C  4.511  3.381  -1.665  -0.03
C  5.528  3.991  -2.386  -0.09
C  5.663  3.744  -3.745  -0.10
C  4.774  2.885  -4.379  -0.08
C  3.757  2.279  -3.656  -0.03
C  1.220  2.291  -1.749  -0.23
C  0.861  3.374  -2.628  0.00
C  -0.487  3.456  -2.624  0.00
C  -0.970  2.422  -1.746  -0.23
N  0.090  1.747  -1.212  -0.05
C  4.209  0.340  -0.470  0.00
C  4.143  -0.642  0.452  0.01
N  -0.083  -1.123  1.610  -0.04
C  -3.572  -2.295  2.326  -0.20
C  -4.570  -1.794  3.155  -0.04
C  -5.546  -2.637  3.670  -0.09
C  -5.530  -3.990  3.358  -0.10
C  -4.535  -4.495  2.531  -0.08
C  -3.558  -3.655  2.018  -0.02
H  -5.958  5.038  -4.191  0.09
H  -5.625  5.396  -1.765  0.10
H  -3.942  4.058  -0.539  0.12
H  -2.925  2.010  -4.138  0.13
H  -4.606  3.339  -5.377  0.10
H  -4.979  1.250  -1.059  0.11
H  -5.085  -0.765  0.703  0.11
H  -1.539  -3.116  3.832  0.11
H  1.142  -3.207  3.887  0.12
H  4.291  -1.050  3.614  0.12
H  5.893  -2.646  4.627  0.09
H  5.782  -5.045  4.036  0.09
H  4.056  -5.844  2.449  0.10
H  2.432  -4.241  1.465  0.09
H  4.404  3.570  -0.604  0.12
H  6.217  4.659  -1.885  0.10
H  6.457  4.217  -4.309  0.09
H  4.876  2.682  -5.437  0.10
H  3.065  1.602  -4.143  0.13
H  1.561  3.988  -3.170  0.11
H  -1.113  4.149  -3.162  0.11
H  5.075  0.690  -1.009  0.11
H  4.942  -1.261  0.826  0.11
H  -4.575  -0.738  3.400  0.12
H  -6.316  -2.238  4.318  0.09
H  -6.291  -4.649  3.758  0.09
H  -4.518  -5.549  2.283  0.10
H  -2.770  -4.039  1.375  0.07
S  -0.253  -4.473  0.036  0.36
C  0.049  -3.264  -1.081  -1.03
N  0.257  -2.416  -1.852  -0.03

## Properties
Charge: -1
Strongest force on any atom in eV Å⁻¹: 0.1
Multiplicity: 1
Lowest unoccupied orbital energy in eV: 1.485
Kohn-Sham gap in eV: 5.54
Highest occupied orbital energy in eV: -4.1



# 2
A 2-piece molecular cluster, C4H12NOS overall, computed with ωB97M-V/def2-TZVPD.

Last column: Löwdin charge in e.
CARTESIAN COORDINATES (ANGSTROEM)
C  2.307  1.077  0.241  -0.15
N  0.923  1.284  0.616  -0.12
C  -0.032  0.328  0.077  -0.52
C  -1.063  0.985  -0.846  -0.69
S  -1.716  -0.075  -2.200  0.20
C  -0.732  -0.416  1.224  -0.09
H  2.756  0.197  0.723  0.07
H  2.327  0.867  -0.827  0.08
H  2.902  1.960  0.496  0.06
H  0.814  1.381  1.614  0.08
H  0.497  -0.438  -0.500  0.11
H  -1.949  1.226  -0.237  0.03
H  -0.631  1.893  -1.234  0.03
H  -0.038  -1.059  1.767  0.07
H  -1.564  -0.977  0.795  0.06
H  -1.153  0.351  1.882  0.07
H  -1.630  -3.527  -1.105  0.00
H  -1.167  -2.093  -1.429  -0.12
O  -0.852  -2.965  -1.059  -0.17

## Properties
Charge: -1
Strongest force on any atom in eV Å⁻¹: 0.9
Multiplicity: 1
Energy above the lowest of the compared OMol25 structures with the same formula, charge and spin in kcal per mole: 9.1
Lowest unoccupied orbital energy in eV: 3.792
Kohn-Sham gap in eV: 6.43
Highest occupied orbital energy in eV: -2.6



# 3
C24H26N10O3Rb as an isolated structure at a distorted geometry, computed with ωB97M-V/def2-TZVPD.

Last column: Löwdin charge in e.
CARTESIAN COORDINATES (ANGSTROEM)
Rb  0.387  0.177  -0.604  1.01
C  3.793  -1.302  -0.175  -0.03
C  4.281  0.118  -0.234  -0.32
C  5.639  0.400  -0.341  -0.01
C  6.032  1.724  -0.405  -0.04
C  5.068  2.714  -0.360  -0.01
C  3.725  2.358  -0.237  -0.20
N  3.356  1.076  -0.177  0.11
C  2.659  3.405  -0.234  -0.20
C  3.012  4.754  -0.172  0.00
C  2.042  5.710  -0.399  -0.03
C  0.737  5.307  -0.589  -0.01
C  0.432  3.949  -0.463  -0.21
N  1.382  3.022  -0.337  0.12
C  -1.008  3.563  -0.421  -0.22
C  -1.902  4.450  0.174  -0.02
C  -3.253  4.145  0.179  -0.04
C  -3.668  2.966  -0.407  -0.01
C  -2.712  2.109  -0.951  -0.32
C  -3.145  0.813  -1.577  -0.03
N  -1.412  2.402  -0.949  0.06
H  4.614  -2.008  -0.284  0.08
H  3.067  -1.482  -0.969  0.07
H  3.297  -1.480  0.780  0.07
H  6.368  -0.397  -0.386  0.12
H  7.077  1.986  -0.501  0.12
H  5.373  3.745  -0.449  0.10
H  4.025  5.062  0.034  0.10
H  2.303  6.760  -0.428  0.12
H  -0.036  6.024  -0.822  0.12
H  -1.546  5.360  0.635  0.11
H  -3.969  4.821  0.627  0.12
H  -4.716  2.701  -0.433  0.12
H  -4.073  0.954  -2.130  0.09
H  -3.329  0.064  -0.805  0.06
H  -2.381  0.436  -2.255  0.07
N  0.650  -0.419  2.915  0.06
N  0.830  -1.785  3.079  -0.01
C  0.698  -2.628  2.036  -0.39
N  0.738  -3.936  2.284  0.22
N  0.618  -2.053  0.840  0.02
N  0.355  -2.743  -0.262  -0.46
O  -0.047  -3.919  -0.245  0.02
O  0.515  -2.132  -1.316  -0.20
H  1.476  0.098  3.180  0.10
H  -0.149  -0.100  3.445  0.10
H  1.007  -2.164  3.995  0.16
H  0.790  -4.303  3.218  0.13
H  0.521  -4.546  1.511  0.10
N  -2.258  -4.879  -2.648  0.19
C  -3.497  -4.548  -2.207  -0.51
O  -4.525  -4.826  -2.786  0.08
C  -3.485  -3.787  -0.911  -0.12
C  -4.304  -4.171  0.141  0.02
C  -4.221  -3.474  1.335  -0.04
C  -3.322  -2.423  1.429  -0.14
N  -2.554  -2.021  0.416  0.06
C  -2.659  -2.688  -0.731  -0.13
H  -2.177  -5.396  -3.508  0.12
H  -1.423  -4.632  -2.144  0.08
H  -4.997  -4.993  0.016  0.13
H  -4.839  -3.741  2.182  0.11
H  -3.209  -1.869  2.355  0.10
H  -2.052  -2.327  -1.556  0.11

## Properties
Charge: +1
Strongest force on any atom in eV Å⁻¹: 2.5
Multiplicity: 1
Energy above the lowest of the compared OMol25 structures with the same formula, charge and spin in kcal per mole: 19.1
Lowest unoccupied orbital energy in eV: -2.739
Kohn-Sham gap in eV: 8.37
Highest occupied orbital energy in eV: -11.1



# 4
The molecule C7H13NO at a distorted geometry, computed with ωB97M-V/def2-TZVPD.

Last column: Löwdin charge in e.
CARTESIAN COORDINATES (ANGSTROEM)
C  0.200  -2.122  1.107  0.05
C  -0.745  1.705  1.387  0.03
C  0.096  -1.458  -0.058  -0.09
C  2.372  0.861  -0.359  -0.09
C  -2.551  -0.254  -0.548  -0.11
C  0.996  0.711  -1.139  -0.10
C  -0.147  0.053  -0.163  -0.55
N  -0.123  0.621  1.089  0.04
O  -1.294  0.189  -1.007  -0.17
H  0.091  -3.104  1.271  0.01
H  0.410  -1.500  2.012  0.08
H  -0.636  2.112  2.429  0.09
H  -1.358  2.200  0.660  0.07
H  0.007  -1.943  -1.022  0.11
H  2.840  -0.115  -0.339  0.06
H  2.170  1.170  0.651  0.04
H  3.018  1.752  -0.607  0.08
H  -2.891  0.575  0.193  0.09
H  -2.618  -1.283  -0.037  0.11
H  -3.300  -0.169  -1.368  0.09
H  0.807  1.642  -1.578  0.08
H  1.149  0.093  -1.987  0.09

## Properties
Strongest force on any atom in eV Å⁻¹: 5.1
Multiplicity: 1
Energy above the lowest of the compared OMol25 structures with the same formula, charge and spin in kcal per mole: 80.0
Lowest unoccupied orbital energy in eV: 0.967
Kohn-Sham gap in eV: 10.43
Highest occupied orbital energy in eV: -9.5
SMILES: C=C[C@](CC)(N=C)OC



# 5
The molecule C7H14O at a distorted geometry, computed with ωB97M-V/def2-TZVPD.

Last column: Löwdin charge in e.
CARTESIAN COORDINATES (ANGSTROEM)
C  0.267  1.138  1.908  0.02
O  -0.777  -1.342  -0.625  0.04
C  0.336  -0.102  1.334  -0.34
C  1.596  -0.892  1.006  -0.04
C  -0.707  -0.178  -0.209  -0.58
C  -1.979  0.587  0.254  -0.02
C  0.119  0.752  -1.221  -0.17
C  0.848  -0.061  -2.292  -0.09
H  1.106  1.797  1.638  0.08
H  -2.610  0.945  -0.557  0.08
H  0.366  1.162  2.994  0.09
H  -0.242  -0.790  1.961  0.13
H  2.246  -0.345  0.320  0.08
H  2.154  -1.050  1.928  0.09
H  1.305  -1.856  0.595  0.09
H  -2.622  -0.194  0.688  0.09
H  -1.711  1.280  1.049  0.06
H  0.623  1.462  -0.568  0.09
H  -0.657  1.313  -1.749  0.10
H  1.641  -0.611  -1.787  0.06
H  0.118  -0.544  -2.915  0.08
H  1.502  0.595  -2.882  0.07

## Properties
Strongest force on any atom in eV Å⁻¹: 4.9
Multiplicity: 1
Energy above the lowest of the compared OMol25 structures with the same formula, charge and spin in kcal per mole: 122.8
Lowest unoccupied orbital energy in eV: -1.580
Kohn-Sham gap in eV: 7.21
Highest occupied orbital energy in eV: -8.8



# 6
The molecule C24H27N3O5 at a distorted geometry, computed with ωB97M-V/def2-TZVPD.

Last column: Löwdin charge in e.
CARTESIAN COORDINATES (ANGSTROEM)
C  -5.537  -2.212  -2.033  -0.07
H  -6.623  -2.207  -2.099  0.06
H  -5.149  -1.382  -2.620  0.06
H  -5.171  -3.137  -2.471  0.07
C  -5.066  -2.128  -0.576  -0.24
N  -5.499  -0.959  0.179  -0.20
C  -5.033  0.311  -0.349  -0.21
C  -3.510  0.411  -0.425  -0.15
H  -3.118  -0.288  -1.164  0.11
C  -2.872  0.093  0.930  -0.12
N  -1.451  -0.127  0.833  0.00
C  -0.926  -1.289  0.385  -0.36
O  -1.560  -2.274  0.075  0.10
C  0.593  -1.125  0.383  -0.24
O  1.393  -1.992  0.114  0.13
C  0.836  0.245  0.817  -0.05
C  2.021  0.850  1.055  -0.19
O  2.015  2.083  1.618  0.10
H  2.923  2.398  1.724  0.12
C  3.329  0.250  0.761  -0.15
C  4.329  0.289  1.729  -0.03
C  5.587  -0.260  1.503  0.02
C  5.807  -0.826  0.271  -0.20
C  4.813  -0.847  -0.714  -0.18
C  3.567  -0.318  -0.498  0.08
H  2.806  -0.334  -1.257  0.14
O  5.311  -1.434  -1.841  0.05
C  6.623  -1.840  -1.524  -0.15
O  6.938  -1.413  -0.213  0.04
H  7.333  -1.391  -2.236  0.14
H  6.697  -2.938  -1.580  0.14
H  6.354  -0.248  2.259  0.12
H  4.118  0.715  2.700  0.12
C  -0.487  0.926  1.059  -0.17
C  -0.680  2.071  0.085  -0.25
N  -0.392  1.807  -1.182  0.14
C  -0.565  2.756  -2.082  -0.13
C  -1.033  4.024  -1.772  -0.06
C  -1.326  4.305  -0.447  -0.06
C  -1.148  3.311  0.502  -0.01
H  -1.363  3.493  1.544  0.11
H  -1.689  5.280  -0.157  0.11
H  -1.160  4.769  -2.542  0.10
H  -0.315  2.481  -3.099  0.11
H  -0.571  1.308  2.086  0.16
H  -3.053  0.903  1.641  0.13
H  -3.328  -0.825  1.310  0.13
H  -3.242  1.419  -0.747  0.10
H  -5.392  1.090  0.334  0.12
H  -5.454  0.534  -1.345  0.12
C  -6.926  -0.913  0.454  -0.27
C  -7.408  -2.097  1.286  -0.09
H  -7.469  -3.007  0.696  0.06
H  -6.730  -2.262  2.119  0.08
H  -8.400  -1.883  1.678  0.07
H  -7.530  -0.841  -0.468  0.11
H  -7.105  0.002  1.027  0.11
H  -5.423  -3.006  -0.037  0.11
H  -3.976  -2.165  -0.549  0.09

## Properties
Strongest force on any atom in eV Å⁻¹: 1.3
Multiplicity: 1
Energy above the lowest of the compared OMol25 structures with the same formula, charge and spin in kcal per mole: 83.5
Lowest unoccupied orbital energy in eV: -0.022
Kohn-Sham gap in eV: 8.06
Highest occupied orbital energy in eV: -8.1
SMILES: CCN(CC)CCCN1C(=O)C(=O)/C(=C(/O)c2ccc3c(c2)OCO3)[C@H]1c1ccccn1



no.,total energy (a.u.)
1,-2523.100993
2,-687.813583
3,-1727.324593
4,-404.399931
5,-350.163721
6,-1471.198325